Molecular formula: C6H11N2P
Method: DFT, the ωB97M-V functional and the def2-TZVPD basis

Each line ends with the Mulliken charge.
Cartesian coordinates (Å):
1 C -0.53 -0.37 0.99  -0.0732
2 C -1.59 0.38 0.59  0.8431
3 C 0.44 0.28 -1.28  0.1371
4 C -2.78 0.43 1.55  -1.0200
5 C 1.39 0.00 -2.42  -1.0628
6 C 2.01 -1.27 1.18  -0.6604
7 N -1.66 0.92 -0.67  -1.0681
8 N -0.66 0.84 -1.58  0.2796
9 P 0.80 -0.19 1.95  -0.0441
10 H -3.68 1.11 1.40  0.3088
11 H -3.26 -0.56 1.38  0.2507
12 H -2.46 0.56 2.66  0.2744
13 H 0.87 0.29 -3.34  0.3356
14 H 2.25 0.65 -2.45  0.2604
15 H 1.79 -1.08 -2.45  0.2169
16 H 2.01 -1.25 0.09  0.0928
17 H 1.72 -2.31 1.46  0.2736
18 H 2.92 -0.84 1.66  0.3235
19 H -1.04 1.33 -2.48  0.3425
20 H 1.45 1.07 1.75  -0.0102

Energy above the lowest of the compared OMol25 structures with the same formula, charge and spin: 486.9 kJ/mol
HOMO level: -7.787 eV
Electronic energy: -685.839824 a.u.
Gap between HOMO and LUMO: 7.65 eV
Lowest unoccupied orbital energy: -0.135 eV
Max |F|: 4.3 eV/Å